{
  "formula": "C90H201NO3P5",
  "method": "ωB97M-V/def2-TZVPD",
  "species": ["C", "C", "C", "C", "N", "C", "C", "C", "C", "C", "H", "H", "H", "H", "H", "H", "H", "H", "H", "H", "H", "H", "H", "H", "H", "H", "H", "H", "H", "H", "C", "C", "C", "C", "P", "C", "C", "C", "C", "C", "C", "C", "C", "C", "C", "C", "C", "H", "H", "H", "H", "H", "H", "H", "H", "H", "H", "H", "H", "H", "H", "H", "H", "H", "H", "H", "H", "H", "H", "H", "H", "H", "H", "H", "H", "H", "H", "H", "H", "H", "H", "H", "H", "C", "C", "C", "C", "P", "C", "C", "C", "C", "C", "C", "C", "C", "C", "C", "C", "C", "H", "H", "H", "H", "H", "H", "H", "H", "H", "H", "H", "H", "H", "H", "H", "H", "H", "H", "H", "H", "H", "H", "H", "H", "H", "H", "H", "H", "H", "H", "H", "H", "H", "H", "H", "H", "C", "C", "C", "C", "P", "C", "C", "C", "C", "C", "C", "C", "C", "C", "C", "C", "C", "H", "H", "H", "H", "H", "H", "H", "H", "H", "H", "H", "H", "H", "H", "H", "H", "H", "H", "H", "H", "H", "H", "H", "H", "H", "H", "H", "H", "H", "H", "H", "H", "H", "H", "H", "H", "C", "C", "C", "C", "P", "C", "C", "C", "C", "C", "C", "C", "C", "C", "C", "C", "C", "H", "H", "H", "H", "H", "H", "H", "H", "H", "H", "H", "H", "H", "H", "H", "H", "H", "H", "H", "H", "H", "H", "H", "H", "H", "H", "H", "H", "H", "H", "H", "H", "H", "H", "H", "H", "C", "C", "C", "C", "P", "C", "C", "C", "C", "C", "C", "C", "C", "C", "C", "C", "C", "H", "H", "H", "H", "H", "H", "H", "H", "H", "H", "H", "H", "H", "H", "H", "H", "H", "H", "H", "H", "H", "H", "H", "H", "H", "H", "H", "H", "H", "H", "H", "H", "H", "H", "H", "H", "O", "C", "O", "O", "H"],
  "coordinates": [[-3.956, 0.165, 7.892], [-3.833, -0.489, 6.474], [-4.002, 0.528, 5.399], [-4.055, -0.097, 3.978], [-3.786, 0.930, 2.873], [-4.392, 2.284, 3.032], [-3.233, 3.260, 3.510], [-1.974, 2.734, 2.942], [-2.217, 1.219, 2.698], [-4.195, 0.199, 1.577], [-3.441, 1.115, 8.033], [-3.523, -0.564, 8.576], [-4.965, 0.319, 8.276], [-4.586, -1.264, 6.332], [-2.875, -1.007, 6.432], [-3.038, 1.035, 5.446], [-4.935, 1.084, 5.486], [-4.981, -0.605, 3.707], [-3.269, -0.848, 3.901], [-4.805, 2.494, 2.045], [-5.293, 2.317, 3.644], [-3.352, 4.298, 3.198], [-3.186, 3.300, 4.598], [-1.701, 3.223, 2.007], [-1.128, 2.931, 3.601], [-1.839, 0.954, 1.711], [-1.634, 0.575, 3.356], [-3.638, -0.694, 1.293], [-3.951, 0.816, 0.712], [-5.242, -0.087, 1.670], [1.440, -4.359, 4.345], [0.610, -5.351, 5.163], [1.150, -5.593, 6.543], [0.138, -6.444, 7.255], [0.752, -7.228, 8.811], [0.880, -6.074, 10.328], [0.931, -4.534, 10.004], [0.784, -3.578, 11.195], [1.865, -3.809, 12.289], [-0.350, -8.649, 9.221], [-0.118, -9.308, 10.579], [-1.115, -10.475, 10.843], [-0.889, -11.271, 12.142], [2.516, -7.748, 8.520], [3.495, -6.642, 8.859], [4.994, -6.930, 8.558], [5.853, -5.765, 9.135], [2.302, -4.917, 3.980], [1.743, -3.487, 4.925], [0.964, -4.040, 3.417], [0.483, -6.306, 4.654], [-0.368, -4.914, 5.363], [1.138, -4.595, 6.980], [2.170, -5.978, 6.550], [-0.267, -7.252, 6.645], [-0.767, -5.902, 7.530], [1.713, -6.502, 10.886], [-0.047, -6.264, 10.868], [0.288, -4.243, 9.173], [1.888, -4.342, 9.519], [-0.257, -3.674, 11.504], [0.914, -2.591, 10.750], [1.697, -4.742, 12.827], [2.024, -3.035, 13.039], [2.799, -3.910, 11.736], [-0.226, -9.533, 8.595], [-1.377, -8.357, 9.002], [-0.319, -8.551, 11.337], [0.840, -9.741, 10.867], [-1.098, -11.128, 9.970], [-2.060, -9.937, 10.911], [-1.110, -12.325, 11.974], [-1.422, -10.846, 12.993], [0.133, -11.281, 12.521], [2.603, -8.116, 7.498], [2.665, -8.619, 9.159], [3.522, -6.387, 9.919], [3.220, -5.753, 8.291], [5.098, -7.063, 7.482], [5.469, -7.758, 9.084], [5.616, -5.632, 10.191], [5.614, -4.861, 8.576], [6.923, -5.928, 9.002], [-12.548, 9.171, -0.513], [-11.586, 10.314, -0.699], [-10.384, 10.013, -1.551], [-9.248, 9.255, -0.735], [-8.053, 8.572, -1.933], [-8.732, 7.203, -2.747], [-9.234, 6.078, -1.789], [-10.448, 5.367, -2.308], [-11.788, 6.179, -2.186], [-7.539, 9.839, -3.113], [-6.793, 11.108, -2.451], [-6.241, 12.205, -3.374], [-7.342, 12.930, -4.060], [-6.557, 7.994, -1.032], [-5.229, 7.560, -1.695], [-5.299, 6.463, -2.748], [-3.851, 6.172, -3.109], [-13.338, 9.374, 0.211], [-12.120, 8.260, -0.094], [-13.031, 8.912, -1.455], [-11.226, 10.617, 0.284], [-12.114, 11.142, -1.172], [-9.972, 10.930, -1.973], [-10.674, 9.472, -2.452], [-9.590, 8.429, -0.112], [-8.802, 9.924, 0.000], [-8.123, 6.839, -3.575], [-9.619, 7.515, -3.299], [-9.609, 6.593, -0.904], [-8.430, 5.457, -1.395], [-10.541, 4.452, -1.722], [-10.362, 4.997, -3.329], [-11.652, 7.143, -2.675], [-12.167, 6.282, -1.169], [-12.498, 5.684, -2.849], [-8.421, 10.032, -3.724], [-6.817, 9.324, -3.747], [-5.943, 10.714, -1.893], [-7.468, 11.386, -1.642], [-5.603, 11.698, -4.097], [-5.614, 12.888, -2.800], [-7.901, 13.386, -3.243], [-7.919, 12.330, -4.763], [-6.821, 13.692, -4.640], [-6.970, 7.139, -0.498], [-6.403, 8.576, -0.124], [-4.546, 7.251, -0.904], [-4.618, 8.372, -2.089], [-5.836, 6.747, -3.653], [-5.686, 5.527, -2.345], [-3.851, 5.439, -3.916], [-3.231, 5.738, -2.325], [-3.393, 6.995, -3.657], [2.646, 3.358, -8.441], [3.345, 3.524, -7.074], [4.260, 2.284, -6.843], [5.536, 2.168, -7.659], [6.406, 0.500, -7.464], [6.044, -0.212, -5.722], [6.900, -1.526, -5.372], [6.438, -2.237, -4.136], [5.015, -2.903, -4.196], [5.814, -0.769, -8.730], [4.479, -1.512, -8.363], [4.247, -2.667, -9.370], [3.858, -2.220, -10.765], [8.159, 0.692, -7.674], [8.800, 1.145, -8.969], [8.836, 2.651, -9.162], [9.645, 3.365, -8.050], [3.278, 3.474, -9.322], [1.961, 4.203, -8.508], [2.054, 2.449, -8.551], [2.581, 3.433, -6.302], [3.847, 4.489, -6.999], [3.628, 1.429, -7.082], [4.569, 2.131, -5.809], [6.295, 2.839, -7.257], [5.317, 2.195, -8.726], [4.974, -0.417, -5.702], [6.254, 0.554, -4.975], [7.917, -1.170, -5.209], [6.952, -2.151, -6.264], [6.606, -1.631, -3.246], [7.099, -3.082, -3.944], [4.919, -3.722, -4.909], [4.252, -2.174, -4.472], [4.846, -3.396, -3.238], [6.655, -1.461, -8.695], [5.770, -0.339, -9.731], [3.616, -0.847, -8.340], [4.443, -2.083, -7.435], [3.436, -3.249, -8.933], [5.108, -3.331, -9.449], [3.097, -1.459, -10.934], [3.513, -3.048, -11.384], [4.690, -1.710, -11.251], [8.687, -0.210, -7.367], [8.380, 1.398, -6.874], [8.455, 0.664, -9.885], [9.847, 0.844, -8.954], [7.905, 3.203, -9.299], [9.448, 2.882, -10.034], [10.515, 2.769, -7.772], [9.109, 3.594, -7.130], [9.916, 4.356, -8.413], [7.766, -3.333, 3.364], [8.769, -2.174, 3.072], [8.062, -0.811, 3.278], [9.034, 0.348, 2.965], [8.640, 1.864, 3.891], [6.878, 2.099, 3.501], [6.467, 2.102, 2.042], [4.919, 2.296, 1.920], [4.476, 2.009, 0.474], [9.592, 3.310, 3.402], [8.946, 4.758, 3.334], [10.016, 5.861, 3.052], [9.282, 7.290, 3.233], [8.728, 1.623, 5.738], [10.086, 1.139, 6.276], [10.013, 0.563, 7.705], [10.016, 1.695, 8.706], [8.304, -4.276, 3.269], [6.947, -3.211, 2.656], [7.351, -3.239, 4.368], [9.062, -2.206, 2.023], [9.619, -2.316, 3.740], [7.634, -0.675, 4.271], [7.277, -0.851, 2.523], [9.025, 0.538, 1.892], [10.032, 0.042, 3.279], [6.619, 3.079, 3.904], [6.373, 1.328, 4.083], [6.749, 1.177, 1.539], [6.966, 2.925, 1.530], [4.733, 3.321, 2.239], [4.420, 1.675, 2.664], [4.608, 0.985, 0.126], [4.968, 2.749, -0.158], [3.395, 2.143, 0.507], [10.119, 3.177, 2.457], [10.365, 3.432, 4.161], [8.373, 4.966, 4.238], [8.153, 4.808, 2.588], [10.277, 5.739, 2.001], [10.886, 5.777, 3.704], [8.992, 7.352, 4.282], [8.429, 7.376, 2.560], [9.836, 8.187, 2.959], [7.906, 0.983, 6.058], [8.369, 2.575, 6.129], [10.762, 1.993, 6.219], [10.503, 0.365, 5.631], [10.890, -0.054, 7.899], [9.118, -0.059, 7.730], [10.903, 2.325, 8.642], [10.089, 1.354, 9.739], [9.124, 2.300, 8.547], [-0.955, -6.901, -3.569], [-1.750, -5.747, -2.907], [-3.195, -5.768, -3.418], [-3.297, -5.177, -4.862], [-4.942, -4.852, -5.459], [-6.009, -6.356, -5.412], [-7.487, -6.093, -5.788], [-8.449, -5.734, -4.620], [-9.102, -6.945, -4.014], [-5.583, -3.454, -4.346], [-6.671, -2.619, -5.047], [-7.290, -1.455, -4.177], [-8.016, -1.979, -2.959], [-4.887, -4.272, -7.211], [-3.677, -3.371, -7.517], [-3.416, -3.109, -8.969], [-3.317, -4.405, -9.827], [0.049, -6.758, -3.168], [-0.875, -6.721, -4.641], [-1.277, -7.866, -3.178], [-1.726, -5.774, -1.818], [-1.373, -4.783, -3.251], [-3.642, -6.759, -3.345], [-3.786, -5.188, -2.709], [-2.743, -4.246, -4.980], [-2.896, -5.855, -5.615], [-5.445, -7.002, -6.085], [-5.991, -6.831, -4.431], [-7.497, -5.245, -6.473], [-7.773, -6.862, -6.506], [-7.936, -5.093, -3.902], [-9.297, -5.120, -4.923], [-9.646, -7.595, -4.699], [-9.749, -6.751, -3.159], [-8.365, -7.590, -3.537], [-4.743, -2.893, -3.937], [-5.899, -3.964, -3.436], [-7.410, -3.241, -5.552], [-6.134, -2.161, -5.877], [-8.043, -0.922, -4.759], [-6.567, -0.767, -3.739], [-7.348, -2.516, -2.286], [-8.851, -2.652, -3.156], [-8.399, -1.062, -2.510], [-5.824, -3.750, -7.407], [-5.025, -5.144, -7.850], [-2.850, -3.969, -7.135], [-3.743, -2.416, -6.995], [-2.467, -2.582, -9.069], [-4.140, -2.396, -9.361], [-2.645, -5.057, -9.268], [-2.683, -4.246, -10.699], [-4.305, -4.751, -10.132], [0.633, -0.326, -4.303], [-0.501, -0.382, -3.583], [-0.404, -0.852, -2.451], [-1.530, -0.011, -4.157], [1.020, -0.690, -3.503]],
  "lowdin_charge": [-0.081, -0.258, -0.200, -0.107, -0.222, -0.075, -0.142, -0.166, -0.039, 0.011, 0.075, 0.069, 0.078, 0.115, 0.109, 0.119, 0.128, 0.132, 0.130, 0.127, 0.132, 0.124, 0.113, 0.121, 0.124, 0.127, 0.124, 0.114, 0.111, 0.107, -0.094, -0.276, -0.281, -0.277, 1.098, -0.211, -0.255, -0.238, -0.078, -0.275, -0.270, -0.245, -0.087, -0.250, -0.277, -0.229, -0.101, 0.076, 0.073, 0.071, 0.120, 0.110, 0.110, 0.106, 0.104, 0.104, 0.085, 0.088, 0.092, 0.088, 0.107, 0.105, 0.072, 0.078, 0.067, 0.104, 0.105, 0.099, 0.114, 0.107, 0.108, 0.079, 0.079, 0.070, 0.104, 0.101, 0.099, 0.086, 0.107, 0.112, 0.075, 0.064, 0.077, -0.108, -0.259, -0.229, -0.221, 0.975, -0.276, -0.236, -0.248, -0.074, -0.237, -0.206, -0.272, -0.108, -0.246, -0.241, -0.270, -0.120, 0.085, 0.055, 0.080, 0.116, 0.123, 0.105, 0.098, 0.083, 0.105, 0.105, 0.095, 0.085, 0.106, 0.108, 0.113, 0.051, 0.071, 0.081, 0.091, 0.093, 0.092, 0.095, 0.113, 0.120, 0.087, 0.080, 0.085, 0.081, 0.098, 0.113, 0.110, 0.101, 0.110, 0.077, 0.082, 0.083, -0.107, -0.217, -0.268, -0.238, 1.076, -0.214, -0.238, -0.257, -0.083, -0.224, -0.225, -0.261, -0.113, -0.307, -0.235, -0.252, -0.107, 0.069, 0.073, 0.078, 0.108, 0.110, 0.097, 0.095, 0.092, 0.094, 0.068, 0.089, 0.100, 0.104, 0.105, 0.107, 0.072, 0.057, 0.069, 0.089, 0.092, 0.109, 0.092, 0.107, 0.114, 0.076, 0.080, 0.065, 0.104, 0.091, 0.115, 0.121, 0.100, 0.113, 0.081, 0.057, 0.080, -0.095, -0.243, -0.253, -0.265, 1.030, -0.294, -0.247, -0.246, -0.097, -0.251, -0.245, -0.205, -0.080, -0.248, -0.239, -0.250, -0.105, 0.077, 0.068, 0.068, 0.114, 0.109, 0.099, 0.104, 0.105, 0.092, 0.100, 0.094, 0.094, 0.111, 0.110, 0.103, 0.075, 0.079, 0.070, 0.105, 0.089, 0.101, 0.094, 0.102, 0.106, 0.068, 0.064, 0.070, 0.091, 0.099, 0.110, 0.100, 0.115, 0.106, 0.084, 0.081, 0.072, -0.089, -0.250, -0.238, -0.288, 1.053, -0.237, -0.218, -0.255, -0.112, -0.237, -0.225, -0.229, -0.130, -0.254, -0.253, -0.255, -0.087, 0.068, 0.072, 0.080, 0.107, 0.107, 0.108, 0.098, 0.103, 0.100, 0.098, 0.095, 0.079, 0.123, 0.087, 0.111, 0.088, 0.079, 0.069, 0.105, 0.070, 0.093, 0.092, 0.110, 0.110, 0.064, 0.074, 0.073, 0.088, 0.097, 0.090, 0.124, 0.111, 0.112, 0.074, 0.073, 0.077, 0.043, -0.959, -0.075, -0.063, 0.057],
  "homo_ha": -0.477,
  "energy_ha": -5535.42390,
  "fmax_ev_per_a": 4.7,
  "total_charge": 5,
  "gap_ha": 0.2189,
  "lumo_ev": -7.0
}